No. 1
This record from OMol25 describes one molecule with the formula C13H17N7O3 in a non-equilibrium geometry. The level of theory is ωB97M-V/def2-TZVPD.

Properties
LUMO: -0.03 eV
SMILES: Cc1nn(C)c(C)c1/C=N/NC(=O)CCn1cc([N+](=O)[O-])cn1
Strongest force on any atom: 0.029 hartree/bohr
HOMO-LUMO gap: 8.1196 eV

Last columns: bonded neighbours and bond lengths (Å).
Cartesian coordinates (Å):
1 C 1.4957 -1.4858 -2.4101  C2 1.484, H24 1.086, H25 1.089, H26 1.091
2 C 1.8802 -1.7683 -1.0051  C1 1.484, N3 1.316, C8 1.424
3 N 3.0382 -2.3134 -0.6977  C2 1.316, N4 1.340
4 N 3.0772 -2.4139 0.6378  N3 1.340, C5 1.433, C6 1.345
5 C 4.2236 -2.9818 1.2824  N4 1.433, H27 1.088, H28 1.092, H29 1.092
6 C 1.9619 -1.9380 1.2186  N4 1.345, C7 1.481, C8 1.396
7 C 1.7556 -1.9379 2.6849  C6 1.481, H30 1.090, H31 1.090, H32 1.085
8 C 1.1361 -1.5030 0.1802  C2 1.424, C6 1.396, C9 1.429
9 C -0.1621 -0.9091 0.2336  C8 1.429, N10 1.278, H33 1.087
10 N -0.7056 -0.5949 1.3473  C9 1.278, N11 1.369
11 N -1.9198 0.0358 1.3989  N10 1.369, C12 1.354, H34 1.011
12 C -2.7965 0.3234 0.4085  N11 1.354, O13 1.213, C14 1.534
13 O -2.7624 -0.1319 -0.7158  C12 1.213
14 C -3.8338 1.3827 0.8013  C12 1.534, C15 1.545, H35 1.090, H36 1.089
15 C -3.1503 2.7678 0.7650  C14 1.545, N16 1.441, H37 1.092, H38 1.092
16 N -2.0340 2.7471 -0.1456  C15 1.441, C17 1.336, N23 1.337
17 C -2.0535 2.6547 -1.4786  N16 1.336, C18 1.388, H39 1.070
18 C -0.7435 2.4068 -1.8650  C17 1.388, N19 1.409, C22 1.412
19 N -0.2581 2.2046 -3.1718  C18 1.409, O20 1.216, O21 1.214
20 O 0.8809 1.7923 -3.2836  N19 1.216
21 O -1.0044 2.4504 -4.0978  N19 1.214
22 C -0.0076 2.3626 -0.6612  C18 1.412, N23 1.309, H40 1.070
23 N -0.8069 2.5696 0.3551  N16 1.337, C22 1.309
24 H 2.2020 -1.9678 -3.0796  C1 1.086
25 H 0.4922 -1.8546 -2.6149  C1 1.089
26 H 1.5124 -0.4127 -2.6047  C1 1.091
27 H 4.9390 -3.2432 0.5060  C5 1.088
28 H 3.9488 -3.8792 1.8408  C5 1.092
29 H 4.6762 -2.2630 1.9685  C5 1.092
30 H 2.4962 -1.3061 3.1758  C7 1.090
31 H 1.8515 -2.9464 3.0879  C7 1.090
32 H 0.7631 -1.5529 2.8949  C7 1.085
33 H -0.6321 -0.7350 -0.7311  C9 1.087
34 H -2.0831 0.4176 2.3208  N11 1.011
35 H -4.6317 1.3347 0.0602  C14 1.090
36 H -4.2524 1.1910 1.7878  C14 1.089
37 H -3.8599 3.5414 0.4633  C15 1.092
38 H -2.7321 3.0209 1.7412  C15 1.092
39 H -2.9424 2.7411 -2.0682  C17 1.070
40 H 1.0413 2.1944 -0.5299  C22 1.070

No. 2
This record from OMol25 describes a 5-piece molecular cluster, CH14N3O4 overall in a non-equilibrium geometry. The level of theory is ωB97M-V/def2-TZVPD.

Properties
Total charge: +1
LUMO: -2.66 eV
Strongest force on any atom: 0.065 hartree/bohr
HOMO-LUMO gap: 11.7670 eV

Last columns: bonded neighbours and bond lengths (Å).
Cartesian coordinates (Å):
1 N -0.6121 2.7784 -0.8104  C2 1.363, H5 1.008, H6 1.008
2 C -0.1552 1.4940 -0.8267  N1 1.363, N3 1.321, N4 1.334
3 N 0.8748 1.2381 -1.6130  C2 1.321, H7 1.059, H8 1.008
4 N -0.4402 0.7000 0.2061  C2 1.334, H9 1.011, H10 1.024
5 H -1.0958 3.0497 0.0307  N1 1.008
6 H 0.0405 3.4614 -1.1627  N1 1.008
7 H 1.4013 0.3227 -1.5313  N3 1.059
8 H 1.4094 1.9604 -2.0687  N3 1.008
9 H -0.0151 -0.2173 0.1939  N4 1.011
10 H -1.3879 0.6262 0.5882  N4 1.024
11 H -3.6025 1.7652 0.3358  O13 0.974
12 H -3.2726 1.4865 1.8856  O13 0.977
13 O -2.9024 1.7122 1.0103  H11 0.974, H12 0.977
14 H 1.7657 -1.9415 -0.9117  O16 0.971
15 H 2.5657 -1.2200 -2.0425  O16 0.968
16 O 2.1724 -1.0971 -1.1668  H14 0.971, H15 0.968
17 H -0.4720 -3.3780 -0.1761  O19 0.957
18 H 0.5891 -2.5560 0.5206  O19 0.973
19 O 0.1648 -2.6838 -0.3458  H17 0.957, H18 0.973
20 H 1.8103 -2.3914 2.5535  O22 0.966
21 H 0.2910 -2.7076 3.0046  O22 0.943
22 O 0.8710 -2.4020 2.3265  H20 0.966, H21 0.943

No. 3
This record from OMol25 describes a 40-piece molecular cluster, H80O40 overall in a non-equilibrium geometry. The level of theory is ωB97M-V/def2-TZVPD.

Properties
LUMO: -0.75 eV
Strongest force on any atom: 0.052 hartree/bohr
HOMO-LUMO gap: 9.6735 eV

Last columns: bonded neighbours and bond lengths (Å).
Cartesian coordinates (Å):
1 H -2.8262 1.7358 2.0037  O3 0.965
2 H -2.4506 0.5714 1.1444  O3 0.964
3 O -2.5026 0.8296 2.0714  H1 0.965, H2 0.964
4 H -0.3827 -3.5322 1.3084  O6 0.959
5 H -1.7762 -2.9207 0.8472  O6 0.970
6 O -0.9106 -2.7346 1.2426  H4 0.959, H5 0.970
7 H 1.5249 2.4156 -0.7791  O9 0.969
8 H 3.1433 2.2231 -0.8217  O9 0.960
9 O 2.3627 2.6126 -1.2233  H7 0.969, H8 0.960
10 H -1.0322 -4.2317 -4.1650  O12 0.965
11 H -0.5492 -2.7743 -3.9156  O12 0.966
12 O -1.3173 -3.3589 -3.8687  H10 0.965, H11 0.966
13 H -0.3769 -0.1768 5.6911  O15 0.985
14 H 0.3890 0.8752 4.9059  O15 0.964
15 O 0.2584 0.5659 5.8097  H13 0.985, H14 0.964
16 H 5.9626 0.1036 2.9699  O17 0.965
17 O 5.0963 0.4672 2.7496  H16 0.965, H95 0.966
18 H -4.2453 5.4259 1.4052  O19 0.969
19 O -3.5363 4.7648 1.4002  H18 0.969, H97 0.959
20 H 1.9266 -2.0846 -4.8672  O22 0.967
21 H 1.6118 -2.4012 -3.3761  O22 1.029
22 O 1.2356 -2.4956 -4.3291  H20 0.967, H21 1.029
23 H -3.3894 0.5927 5.4015  O25 0.957
24 H -3.1697 -0.1692 4.0191  O25 0.969
25 O -3.6454 -0.1565 4.8631  H23 0.957, H24 0.969
26 H 2.3106 -2.4043 -0.7586  O28 0.973
27 H 2.9592 -2.8474 -1.9887  O28 0.976
28 O 2.0570 -2.6825 -1.6554  H26 0.973, H27 0.976
29 H -0.5565 2.9413 -3.5257  O31 0.968
30 H 0.7431 2.0874 -3.4880  O31 0.962
31 O 0.3412 2.8994 -3.1649  H29 0.968, H30 0.962
32 H -0.1513 -0.8940 -6.1525  O33 0.970
33 O -0.3506 -1.6755 -6.6906  H32 0.970, H98 0.964
34 H 1.8149 1.2553 3.5469  O36 0.963
35 H 1.9146 -0.0168 4.6062  O36 0.967
36 O 2.2039 0.4075 3.7870  H34 0.963, H35 0.967
37 H -0.3960 3.6950 2.3182  O39 0.959
38 H -0.4229 2.5764 3.5369  O39 0.960
39 O -0.6936 2.8492 2.6571  H37 0.959, H38 0.960
40 H 0.4142 0.9639 0.9096  O42 0.975
41 H 1.1326 -0.1131 0.2540  O42 0.978
42 O 1.3354 0.7453 0.6760  H40 0.975, H41 0.978
43 H -2.4089 4.1811 -3.9529  O45 0.970
44 H -3.5195 3.1510 -3.9816  O45 0.975
45 O -2.6832 3.3557 -3.5234  H43 0.970, H44 0.975
46 H 0.3989 -4.3560 -0.7357  O48 0.982
47 H -0.1987 -3.5712 -1.8000  O48 0.967
48 O -0.4936 -4.0591 -1.0183  H46 0.982, H47 0.967
49 H -4.8217 -2.7416 -2.3314  O51 0.974
50 H -3.9455 -3.7881 -3.0965  O51 0.963
51 O -4.3128 -3.5666 -2.2341  H49 0.974, H50 0.963
52 H 2.6187 5.4730 3.6692  O53 0.969
53 O 2.7749 4.5794 4.0094  H52 0.969, H94 0.964
54 H -5.4256 3.0523 -0.9272  O56 0.978
55 H -5.6096 3.0213 0.4968  O56 0.969
56 O -6.1028 2.7458 -0.2910  H54 0.978, H55 0.969
57 H 0.8437 -2.0283 3.5454  O58 0.965
58 O 1.7896 -2.1609 3.6850  H57 0.965, H96 0.982
59 H 5.0547 -2.2790 -2.4518  O61 0.967
60 H 3.7752 -1.4480 -2.5580  O61 0.971
61 O 4.4261 -1.9266 -3.0961  H59 0.967, H60 0.971
62 H -0.4422 -1.4891 -0.0045  O64 0.978
63 H -0.3860 -0.9815 -1.6522  O64 0.959
64 O -0.1864 -0.8731 -0.7203  H62 0.978, H63 0.959
65 H -3.1748 -2.3033 -0.4140  O67 0.982
66 H -3.6696 -1.1633 0.4363  O67 0.977
67 O -2.8503 -1.4788 0.0086  H65 0.982, H66 0.977
68 H 1.8962 -1.6700 0.9082  O70 0.968
69 H 3.0666 -0.8285 1.4505  O70 0.965
70 O 2.8487 -1.6926 1.0796  H68 0.968, H69 0.965
71 H -1.0909 3.9301 -0.1384  O73 0.958
72 H -0.1826 3.5008 -1.4866  O73 0.976
73 O -0.3661 4.1021 -0.7402  H71 0.958, H72 0.976
74 H 1.6316 6.9267 1.8938  O76 0.962
75 H 1.9012 5.5846 1.2728  O76 0.963
76 O 1.9310 6.0407 2.1205  H74 0.962, H75 0.963
77 H -2.5549 -5.7694 1.0216  O79 0.971
78 H -3.0633 -4.4191 1.2863  O79 0.962
79 O -2.9231 -5.2479 1.7538  H77 0.971, H78 0.962
80 H 3.0666 0.5224 -2.2293  O82 0.975
81 H 1.9613 0.4317 -1.4154  O82 0.977
82 O 2.2614 -0.0268 -2.2242  H80 0.975, H81 0.977
83 H -1.8557 5.6570 -2.2116  O85 0.969
84 H -0.5852 5.1204 -2.1857  O85 1.006
85 O -1.2757 5.2914 -2.8971  H83 0.969, H84 1.006
86 H 3.9718 -2.5602 3.3480  O88 0.969
87 H 3.5816 -3.8686 3.5117  O88 0.974
88 O 4.3792 -3.4224 3.1737  H86 0.969, H87 0.974
89 H -1.0940 0.7814 -1.0479  O90 0.965
90 O -1.4921 1.6375 -0.8491  H89 0.965, H99 0.962
91 H -1.4686 -0.0408 3.8727  O93 0.964
92 H -1.0902 -1.3819 3.0613  O93 0.978
93 O -0.9374 -0.8448 3.8641  H91 0.964, H92 0.978
94 H 3.7045 4.4131 3.8148  O53 0.964
95 H 4.5869 0.4160 3.5688  O17 0.966
96 H 2.1299 -1.2634 3.4783  O58 0.982
97 H -2.7218 5.1590 1.7180  O19 0.959
98 H -1.1649 -1.9932 -6.2835  O33 0.964
99 H -2.4351 1.6566 -1.0389  O90 0.962
100 O 1.0406 -5.2461 -4.3026  H101 0.978, H102 0.969
101 H 1.4189 -4.3842 -4.5695  O100 0.978
102 H 0.9896 -5.1537 -3.3391  O100 0.969
103 O -4.8862 -0.2246 1.4559  H104 0.978, H105 0.969
104 H -5.2516 0.6383 1.1766  O103 0.978
105 H -5.6173 -0.6895 1.8903  O103 0.969
106 O 2.1688 -5.2819 -0.3764  H107 0.960, H108 0.965
107 H 2.1175 -6.1747 -0.0271  O106 0.960
108 H 2.8047 -4.6112 -0.0984  O106 0.965
109 O -0.7201 -6.8143 -1.5123  H110 0.962, H111 1.005
110 H 0.1806 -6.6202 -1.7879  O109 0.962
111 H -1.1744 -5.9307 -1.6641  O109 1.005
112 O -3.8088 3.9818 -1.2370  H113 0.954, H114 0.994
113 H -3.7565 4.8658 -0.8812  O112 0.954
114 H -3.5479 3.8461 -2.1862  O112 0.994
115 O 2.8638 4.3047 -3.2470  H116 0.966, H117 0.975
116 H 1.9470 4.3947 -3.5390  O115 0.966
117 H 2.8646 3.5379 -2.6455  O115 0.975
118 O 5.0356 3.0977 2.8089  H119 0.989, H120 0.956
119 H 4.9452 2.2134 2.3760  O118 0.989
120 H 4.5762 3.0824 3.6468  O118 0.956